Entry 1:
Formula: C19H11BrN3O4PtSbSe4
Source: OMol25
Level of theory: wB97M-V/def2-TZVPD

Last column: Löwdin spin population.
Cartesian coordinates (Å):
1 Pt 0.404 -0.760 0.711  0.6484
2 O -5.104 3.964 3.106  0.0001
3 N -3.956 3.733 3.412  0.0004
4 O -3.395 4.161 4.402  -0.0001
5 C -3.161 2.886 2.498  0.0005
6 C -3.482 2.949 1.201  0.0011
7 C -2.736 2.222 0.223  -0.0004
8 C -3.000 2.318 -1.150  -0.0003
9 C -2.212 1.632 -2.029  -0.0004
10 C -1.180 0.834 -1.531  0.0011
11 N -0.939 0.694 -0.239  0.0064
12 C -1.693 1.395 0.642  0.0017
13 C -1.377 1.307 2.051  0.0084
14 N -0.359 0.498 2.417  0.1339
15 C 0.007 0.409 3.673  0.0072
16 C -0.655 1.124 4.675  0.0054
17 C -1.696 1.942 4.342  -0.0055
18 C -2.085 2.067 2.993  0.0039
19 H -4.309 3.574 0.891  0.0001
20 H -3.813 2.945 -1.496  0.0000
21 H -2.368 1.691 -3.096  0.0000
22 H -0.533 0.304 -2.215  0.0003
23 H 0.834 -0.256 3.892  0.0020
24 H -0.339 1.023 5.703  0.0010
25 H -2.212 2.501 5.107  -0.0003
26 Br -0.486 -5.977 0.698  -0.0040
27 C 0.404 -4.668 -0.334  -0.0062
28 C 1.671 -4.971 -0.806  0.0393
29 C 2.400 -4.023 -1.511  -0.0038
30 C 1.856 -2.778 -1.754  0.0361
31 C 0.592 -2.476 -1.261  0.0239
32 C -0.150 -3.419 -0.542  0.0384
33 C -1.452 -2.973 0.086  0.0023
34 O -2.481 -3.572 -0.110  0.0096
35 O -1.344 -1.895 0.837  0.0152
36 H 2.096 -5.943 -0.597  0.0022
37 H 3.398 -4.255 -1.855  -0.0005
38 H 2.417 -2.032 -2.302  0.0015
39 H 0.144 -1.514 -1.485  0.0081
40 Se 5.497 -2.373 0.041  0.0327
41 Sb 3.836 -1.198 1.256  0.0253
42 Se 4.805 0.084 3.192  0.8967
43 Se 1.732 -2.356 2.026  0.0172
44 Se 2.377 0.639 0.307  0.0509

**2S+1**: 3
**LUMO (spin up / spin down)**: -0.0708 / -0.0912 Eh
**Frontier orbital gap (spin up / spin down)**: 6.29 / 5.67 eV
**Energy relative to the best compared isomer or geometry (same formula, charge and spin)**: 0.0 kcal per mole
**Max |F|**: 0.491 eV Å⁻¹

---

Entry 2:
Formula: C29H17ClEuF5IN4O6S2
Source: OMol25
Level of theory: wB97M-V/def2-TZVPD

Last column: Löwdin spin population.
Cartesian coordinates (Å):
1 Eu -0.887 0.453 0.327  6.9878
2 I -0.910 -0.645 3.420  0.0013
3 C -1.031 1.348 4.223  0.0011
4 C -1.308 1.418 5.560  0.0011
5 C -1.310 2.670 6.205  -0.0003
6 C -1.008 3.791 5.487  0.0005
7 C -0.723 3.720 4.102  -0.0005
8 C -0.391 4.893 3.391  0.0028
9 C -0.107 4.817 2.056  0.0001
10 C -0.172 3.582 1.382  0.0029
11 C -0.516 2.377 1.982  -0.0119
12 C -0.755 2.468 3.396  -0.0007
13 H -1.506 0.518 6.129  0.0001
14 H -1.534 2.728 7.264  0.0000
15 H -0.971 4.765 5.966  0.0000
16 H -0.366 5.839 3.925  0.0002
17 H 0.151 5.720 1.508  -0.0001
18 H 0.058 3.604 0.320  0.0006
19 O -3.518 0.382 -0.855  0.0015
20 Cl -3.517 -0.339 0.382  0.0021
21 O -4.794 -0.917 0.634  0.0014
22 O -3.131 0.540 1.444  -0.0007
23 O -2.510 -1.379 0.282  -0.0028
24 N 2.554 -6.487 -0.773  0.0001
25 C 2.862 -5.643 0.253  0.0002
26 O 3.825 -5.838 0.972  0.0002
27 C 1.950 -4.464 0.413  0.0010
28 C 0.656 -4.420 -0.093  0.0000
29 C -0.087 -3.264 0.084  0.0010
30 N 0.374 -2.185 0.707  -0.0001
31 C 1.599 -2.242 1.228  0.0014
32 C 2.417 -3.355 1.107  0.0000
33 H 3.188 -7.241 -0.966  0.0000
34 H 1.867 -6.246 -1.463  0.0000
35 H 0.208 -5.263 -0.604  0.0000
36 H -1.099 -3.188 -0.299  0.0001
37 H 1.949 -1.352 1.731  0.0003
38 H 3.416 -3.366 1.520  0.0000
39 S -1.661 -1.976 -4.342  0.0009
40 C -1.808 -1.027 -2.888  0.0023
41 N -0.762 -0.950 -2.153  -0.0010
42 C 0.296 -1.647 -2.719  0.0003
43 C 1.593 -1.717 -2.209  0.0001
44 C 2.533 -2.466 -2.887  0.0001
45 C 2.206 -3.145 -4.066  -0.0001
46 C 0.934 -3.069 -4.602  0.0001
47 C -0.012 -2.308 -3.922  -0.0001
48 H -2.742 -0.539 -2.654  0.0002
49 H 1.834 -1.168 -1.306  0.0002
50 H 3.545 -2.516 -2.503  0.0000
51 H 2.963 -3.728 -4.579  0.0000
52 H 0.681 -3.573 -5.527  0.0000
53 F -2.831 3.011 -0.203  0.0013
54 C -1.995 3.171 -1.260  0.0007
55 C -1.109 2.146 -1.549  -0.0081
56 C -0.259 2.449 -2.596  0.0002
57 F 0.660 1.520 -2.999  0.0005
58 C -0.247 3.649 -3.290  -0.0004
59 F 0.635 3.897 -4.290  -0.0003
60 C -1.169 4.620 -2.950  0.0013
61 F -1.191 5.801 -3.612  0.0003
62 C -2.069 4.380 -1.928  -0.0002
63 F -2.974 5.335 -1.608  -0.0002
64 O 3.913 0.313 0.135  0.0151
65 S 2.715 1.188 0.004  0.0166
66 N 1.395 0.549 0.159  -0.0204

**2S+1**: 8
**LUMO (spin up / spin down)**: 0.1377 / 0.1377 Eh
**Frontier orbital gap (spin up / spin down)**: 4.03 / 5.82 eV
**Net charge**: -2
**Energy relative to the best compared isomer or geometry (same formula, charge and spin)**: 65.0 kcal per mole
**Max |F|**: 2.237 eV Å⁻¹

---

Entry 3:
Formula: C5H5I2NO
Source: OMol25
Level of theory: wB97M-V/def2-TZVPD

Last column: Mulliken charge in e.
Cartesian coordinates (Å):
1 C 1.254 -1.691 -1.503  -0.3736
2 C 0.591 -0.798 -2.406  0.0411
3 C 0.944 -0.576 0.707  0.0931
4 C -0.815 0.824 1.528  -1.0473
5 C 0.084 -0.304 1.831  -0.2853
6 N 1.006 -1.315 -0.261  -0.0271
7 O -0.169 0.068 -1.971  -0.5297
8 I 1.451 -0.046 3.574  0.1790
9 I -1.213 -2.082 2.511  0.1183
10 H 1.790 -2.589 -1.803  0.3836
11 H 0.903 -0.854 -3.405  0.3687
12 H -1.431 0.809 2.456  0.4005
13 H -1.688 0.613 0.740  0.3053
14 H -0.240 1.701 1.310  0.3734

**LUMO**: -0.0497 Eh
**Frontier orbital gap**: 7.13 eV
**Energy relative to the best compared isomer or geometry (same formula, charge and spin)**: 40.9 kcal per mole
**Max |F|**: 3.695 eV Å⁻¹

---

- Look up the energy relative to the best compared isomer or geometry (same formula, charge and spin) of the first one.
  0.0 kcal per mole

---

- Which formula does entry 3 have?
  C5H5I2NO

---

- Which of these has the highest max |F|?
  C5H5I2NO